# C9H12N3OS

A gas-phase ion, C9H12N3OS (charge +1) (the ωB97M-V functional and the def2-TZVPD basis, the OMol25 dataset).

Geometry (Å):
C  2.63763  0.92985  -1.36666
N  2.28259  1.05118  0.02085
C  1.84539  -0.00345  0.77514
S  2.78351  -1.63914  0.29644
N  0.40906  -0.16476  0.70413
N  -0.32491  -1.28719  0.51067
C  -1.58176  -1.01902  0.30840
C  -2.69625  -1.89985  0.26489
C  -3.94803  -1.29001  0.20190
C  -4.12483  0.10021  0.23046
C  -3.05658  0.98194  0.31967
C  -1.75535  0.41927  0.48242
C  -0.47717  0.91135  0.55202
O  0.00901  2.10497  0.58430
H  3.13240  1.83886  -1.89455
H  3.34742  0.13404  -1.48894
H  1.72539  0.70257  -1.96163
H  3.03414  1.51807  0.55576
H  2.25728  0.17029  1.88467
H  2.31832  -2.22073  1.42730
H  0.01695  -2.27729  0.54302
H  -2.65804  -2.96527  0.06338
H  -4.97612  -1.81087  0.20861
H  -5.16639  0.46222  0.36451
H  -3.15079  2.09402  0.52628
H  1.00425  2.19946  0.44866

Summary:
- net charge = +1
- lowest unoccupied orbital energy (hartree) = -0.1368
- multiplicity = 1
- SMILES string = CN[C@H](S)[n+]1[nH]c2ccccc2c1O
- Kohn-Sham gap (eV) = 8.53
- total energy (a.u.) = -987.53906
- HOMO (Ha) = -0.450

Calculated atomic charges, method Löwdin, unit e: -0.10, -0.18, -0.57, 0.77, 0.01, 0.10, -0.17, 0.02, -0.06, -0.08, 0.02, -0.06, -0.23, 0.16, 0.14, 0.04, 0.11, 0.16, 0.18, -0.13, 0.19, 0.12, 0.15, 0.13, 0.15, 0.13